Record 1
{"formula": "C23H27Br2FN2O9S", "method": "ωB97M-V with the def2-TZVPD basis set", "elements": ["C", "C", "Br", "C", "Br", "C", "C", "O", "C", "C", "C", "O", "N", "C", "C", "O", "S", "O", "O", "C", "N", "F", "H", "H", "H", "H", "H", "H", "H", "H", "H", "H", "H", "H", "H", "H", "H", "H", "H", "H", "H", "C", "C", "C", "O", "C", "C", "C", "O", "H", "H", "H", "H", "C", "C", "C", "O", "C", "C", "C", "O", "H", "H", "H", "H"], "xyz": [[-1.67125, 0.00031, -2.79524], [-2.87150, -0.72756, -2.15534], [-3.76930, 0.34540, -0.78694], [-2.61600, -2.17759, -1.72922], [-2.21883, -3.08537, -3.43384], [-1.46406, -2.54208, -0.78052], [-1.22061, -1.62175, 0.42146], [-0.65372, -0.37223, 0.07536], [-0.29928, -2.35031, 1.42995], [0.51599, -1.40908, 2.30308], [1.84680, -1.05650, 1.71439], [2.21951, -1.46573, 0.61869], [2.66309, -0.17959, 2.53154], [2.96792, 1.01702, 1.74374], [3.93911, -0.90371, 2.76765], [-1.16183, -3.07193, 2.35499], [-2.01458, -4.17310, 1.58304], [-1.52958, -5.48058, 1.94448], [-3.41944, -3.95246, 1.79462], [-1.64784, -4.01354, -0.23891], [-2.72495, -4.74415, -0.84209], [-0.44895, -4.68093, -0.45284], [-1.73466, 0.00328, -3.87703], [-0.75648, -0.50970, -2.52044], [-1.59742, 1.00060, -2.37833], [-3.61840, -0.80803, -2.94105], [-3.55280, -2.56040, -1.33521], [-0.53661, -2.56329, -1.35800], [-2.18043, -1.39563, 0.89106], [0.08745, -0.53487, -0.52041], [0.40990, -3.00363, 0.92271], [0.72812, -1.97825, 3.21698], [-0.03772, -0.53341, 2.62999], [2.06072, 1.51687, 1.40101], [3.57790, 0.78567, 0.86345], [3.52621, 1.73188, 2.34666], [4.50211, -0.36228, 3.52568], [4.55672, -0.94159, 1.86704], [3.71195, -1.91412, 3.10006], [-2.31483, -5.27923, -1.60040], [-3.08468, -5.42872, -0.18215], [2.78989, 1.48587, -2.27303], [3.80289, 2.34713, -2.24412], [4.13502, 3.18530, -3.42390], [5.05849, 3.96787, -3.39945], [3.29164, 3.02544, -4.63577], [2.27875, 2.16409, -4.66291], [1.94926, 1.32847, -3.48253], [1.02199, 0.54446, -3.50737], [2.53277, 0.86371, -1.42455], [4.42908, 2.47912, -1.37107], [3.55018, 3.64574, -5.48430], [1.65150, 2.03121, -5.53514], [-2.69441, 4.73050, 2.88961], [-1.57855, 4.85422, 2.17748], [-0.85074, 3.66224, 1.67729], [0.16761, 3.77710, 1.02784], [-1.41288, 2.32672, 1.99953], [-2.52975, 2.20334, 2.71166], [-3.25966, 3.39565, 3.21193], [-4.27833, 3.28600, 3.85785], [-3.24229, 5.58534, 3.26502], [-1.15040, 5.81719, 1.92975], [-0.86930, 1.47329, 1.61919], [-2.96049, 1.24033, 2.95737]], "lumo_ev": -1.715, "e_homo_ev": -10.041, "smiles": "C[C@H](Br)[C@@H](Br)[C@H]1[C@H](O)[C@@H](CC(=O)N(C)C)OS(=O)(=O)[C@]1(N)F.O=C1C=CC(=O)C=C1.O=C1C=CC(=O)C=C1", "spin_multiplicity": 1, "gap_ev": 8.326}

Record 2
{"formula": "C24H27F5N2O2PSZr", "method": "ωB97M-V with the def2-TZVPD basis set", "elements": ["Zr", "O", "C", "C", "C", "C", "N", "C", "C", "C", "C", "C", "C", "O", "C", "C", "N", "H", "H", "H", "H", "H", "H", "H", "H", "H", "H", "H", "H", "F", "C", "C", "F", "C", "F", "C", "S", "C", "F", "C", "F", "C", "C", "P", "C", "C", "C", "C", "H", "H", "H", "H", "H", "H", "H", "H", "H", "H", "H", "H", "H", "H", "H"], "xyz": [[0.43076, 0.03225, -0.82272], [3.02375, -0.04945, 5.59129], [3.65089, -0.79075, 4.59395], [2.91076, -0.65597, 3.31152], [3.18088, -1.47607, 2.20446], [2.43557, -1.32171, 1.05652], [1.47773, -0.37612, 0.92885], [1.24055, 0.46623, 1.97597], [1.91429, 0.32106, 3.17787], [0.28404, 1.56539, 1.69667], [-0.13246, 2.47213, 2.65506], [-0.92608, 3.57195, 2.29598], [-1.33422, 4.54142, 3.34748], [-0.87342, 4.10603, 4.58677], [-1.27947, 3.71002, 0.94606], [-0.87628, 2.74848, 0.04476], [-0.11890, 1.68248, 0.39135], [3.47481, -0.16325, 6.43749], [3.72296, -1.85703, 4.85901], [4.68652, -0.44012, 4.42268], [3.95895, -2.22322, 2.25370], [2.59188, -1.96784, 0.18709], [1.71850, 0.95170, 4.03190], [0.13649, 2.38118, 3.69787], [-2.43244, 4.64520, 3.33655], [-0.92982, 5.53415, 3.07721], [-1.13500, 4.71918, 5.28494], [-1.86049, 4.55469, 0.60678], [-1.15884, 2.84390, -1.00638], [-0.02522, 3.32295, -6.61842], [0.52797, 2.65172, -5.63866], [-0.26801, 2.11366, -4.62319], [-1.58364, 2.25207, -4.58923], [0.35350, 1.41136, -3.60327], [-0.47599, 0.86825, -2.54838], [1.72305, 1.18387, -3.51386], [2.43285, 0.22702, -2.22283], [2.50446, 1.73746, -4.54278], [3.80857, 1.55924, -4.50526], [1.92002, 2.46408, -5.58686], [2.67824, 2.97055, -6.52504], [-0.49581, -3.66943, -3.11544], [-0.84114, -3.80572, -1.63208], [-0.95842, -2.14297, -0.86095], [-2.48482, -1.31688, -1.55991], [-3.76763, -2.14786, -1.60008], [-1.27551, -2.34122, 0.96664], [-2.16762, -3.50941, 1.38317], [-0.32040, -4.65478, -3.54210], [0.41413, -3.07799, -3.25958], [-1.30997, -3.20979, -3.67325], [-0.06503, -4.37087, -1.10577], [-1.79513, -4.32533, -1.49036], [-2.23513, -1.02768, -2.59305], [-2.64107, -0.39041, -0.96824], [-3.61308, -3.07689, -2.14281], [-4.53797, -1.58759, -2.12587], [-4.14615, -2.37162, -0.60730], [-1.69006, -1.37819, 1.31827], [-0.28883, -2.47139, 1.43882], [-3.16905, -3.43824, 0.97349], [-2.25876, -3.51884, 2.46648], [-1.73027, -4.45508, 1.07701]], "lumo_ev": -10.733, "e_homo_ev": -17.210, "spin_multiplicity": 1, "charge": 3, "gap_ev": 6.477, "relative_energy_ev": 0.0000}

Record 3
{"formula": "C6H11F3Se", "method": "ωB97M-V with the def2-TZVPD basis set", "elements": ["C", "C", "C", "C", "C", "C", "F", "F", "F", "Se", "H", "H", "H", "H", "H", "H", "H", "H", "H", "H", "H"], "xyz": [[2.39277, -0.26262, 1.70065], [0.82096, -0.40440, -1.83182], [2.33055, -0.19639, 0.18264], [-3.36105, 1.29195, 0.19851], [0.90157, -0.10254, -0.34606], [-3.01786, -0.11623, 0.06635], [-2.47369, -0.42230, -1.12591], [-2.13976, -0.54708, 0.99988], [-4.08612, -0.95932, 0.19195], [0.15788, 1.70496, 0.02142], [1.96843, -1.20014, 2.06381], [3.42678, -0.20551, 2.04174], [1.83677, 0.56258, 2.14293], [1.16269, -1.42224, -2.01300], [-0.20071, -0.31956, -2.19566], [1.45370, 0.27690, -2.39894], [2.78353, -1.09835, -0.23881], [2.91051, 0.65790, -0.17668], [-3.63869, 1.84242, -0.67548], [-3.48206, 1.70177, 1.17911], [0.25380, -0.78182, 0.21337]], "lumo_ev": [-3.058, -3.060], "e_homo_ev": [-8.077, -8.115], "spin_multiplicity": 1, "gap_ev": [5.019, 5.055]}

Record 4
{"formula": "H31O16", "method": "ωB97M-V with the def2-TZVPD basis set", "elements": ["O", "H", "H", "O", "H", "H", "O", "H", "H", "O", "H", "H", "O", "H", "H", "O", "H", "H", "O", "H", "H", "O", "H", "H", "O", "H", "O", "H", "H", "O", "H", "H", "O", "H", "H", "O", "H", "H", "O", "H", "H", "O", "H", "H", "O", "H", "H"], "xyz": [[2.49875, 1.25273, -2.90552], [1.74289, 2.84793, 4.41070], [4.72506, -1.49787, -1.38662], [1.59537, -4.70556, 0.16371], [1.48730, 1.40258, -2.80387], [2.87783, 0.60522, -2.38302], [-4.63664, -2.85814, 3.15592], [1.10097, -5.14067, 0.89508], [5.14344, 0.00059, -1.30669], [5.49224, -0.94664, -1.54798], [0.81202, 1.35518, -1.18582], [0.98834, -3.88606, 0.02361], [1.26387, 2.52510, 3.76437], [-1.02902, 4.71154, -1.29568], [-3.85740, 0.69012, 0.46856], [-0.39273, -0.56992, -1.88055], [-1.32366, -0.38106, -1.71339], [-0.12304, -1.22156, -1.00206], [2.64575, 3.25233, -0.66405], [2.04968, 3.19546, -1.41920], [2.15132, 2.42542, -0.36300], [-0.06029, 0.59834, 1.66846], [0.25808, -0.17011, 1.05178], [-4.08328, -2.11153, 2.67918], [0.11044, 3.63824, 1.89714], [-0.46781, 3.23814, 1.23174], [-1.14668, 3.82436, -0.96322], [1.17432, 2.99589, 2.95078], [-0.42518, 3.23704, -0.67677], [-5.53464, -0.14702, -0.84311], [-3.95694, -3.19335, 3.69719], [-5.81738, -0.88514, -0.07591], [-3.18482, -0.03964, 0.29208], [-3.07880, -4.12189, -0.73334], [0.87550, -1.98926, 1.49123], [3.11049, -1.35065, -1.04784], [-4.55985, -0.19526, -1.08574], [1.26315, 0.01467, -0.48351], [0.95585, -1.52388, 0.54508], [-2.86285, -0.45308, 1.00010], [2.45530, -1.69288, -1.73105], [1.41930, 0.84052, -0.69077], [-0.41582, 4.21434, 2.48523], [0.60421, 0.59696, 2.49143], [-3.70396, -3.84125, -1.37116], [2.24300, -1.30306, -0.34541], [-3.40966, -2.87974, -1.46598]], "lumo_ev": [4.375, 4.277], "e_homo_ev": [2.085, -4.103], "spin_multiplicity": 2, "charge": -2, "gap_ev": [2.290, 8.380], "relative_energy_ev": 3.5577}

Record 5
{"formula": "C4H7FS", "method": "ωB97M-V with the def2-TZVPD basis set", "elements": ["C", "C", "C", "C", "H", "H", "H", "H", "H", "H", "H", "F", "S"], "xyz": [[-0.47164, -0.08650, 0.26324], [-0.24529, 0.15344, 1.77249], [0.54835, 0.55226, -0.65915], [0.33338, 0.55564, -1.98203], [0.32731, -2.28385, -0.00601], [-1.38921, 0.39249, -0.02447], [-0.30397, 1.23562, 1.92214], [-1.00419, -0.28682, 2.40587], [1.54376, 0.93447, -0.41376], [-0.49837, 0.18226, -2.53738], [1.08243, 0.92851, -2.63402], [0.93419, -0.40456, 2.00329], [-0.85673, -1.87296, -0.11021]], "lumo_ev": 0.920, "e_homo_ev": -9.067, "smiles": "C=C[C@@H](S)CF", "spin_multiplicity": 1, "gap_ev": 9.987, "relative_energy_ev": 1.5986}